1.
Molecular formula: C17H34F9IO9S
Method: DFT, ωB97M-V with the def2-TZVPD basis set

Structure (XYZ):
```
71
C17H34F9IO9S ωB97M-V with the def2-TZVPD basis set
I -0.63910 7.18967 1.64152
S -3.07841 1.50942 2.49872
F -3.97507 3.36704 4.08938
F -2.04812 2.68640 2.55493
F -5.48829 1.91564 3.54713
F -5.89817 4.38191 2.72681
F -2.76381 1.14165 4.00348
F -1.91228 0.55824 2.04230
F -4.06682 0.27274 2.44438
F -3.39386 1.78770 0.98157
F -5.73269 2.99647 1.07921
O 3.33298 -5.96698 -0.53404
O -3.01711 7.55609 3.62744
O 1.76686 -8.45222 -0.33803
O -1.52390 1.66356 -4.58095
O -4.53165 6.80760 2.16686
O -2.57497 7.62676 1.39779
O -0.64498 2.62754 -1.94371
O 3.07782 0.43686 0.90937
O 4.94684 -1.76763 0.36488
C -0.50152 1.28278 -1.51727
C 5.20956 -0.39874 0.10842
C 3.99997 -2.33422 -0.52442
C 2.70958 -8.95886 0.58939
C 4.48461 0.50081 1.08364
C 1.95054 -6.08525 -0.83317
C 0.01440 2.89901 -3.16961
C -5.00643 3.63668 2.01324
C -3.33186 7.31624 2.47940
C 2.43234 -0.36965 1.87859
C -2.83937 1.52597 -4.07682
C -4.55864 5.92596 1.04655
C 4.16554 -6.58174 -1.50120
C -4.46981 2.63943 3.07077
C -0.95571 2.93847 -4.32852
C 1.28792 -7.16036 -0.00223
C -3.97824 4.55991 1.38845
H 4.44016 -2.46271 -1.51966
H -1.73791 3.68034 -4.14209
H -2.90450 1.83835 -3.03147
H -3.68226 4.12002 0.44704
H 4.93917 -0.13845 -0.91925
H 3.84298 -7.60254 -1.71837
H 1.48300 -5.12275 -0.59931
H -5.57954 5.84361 0.71275
H 3.50105 -8.23446 0.79570
H 1.40294 -0.51569 1.55463
H -1.18812 1.12298 -0.68748
H -3.11110 0.47431 -4.14670
H -3.99399 6.32597 0.21762
H 6.28761 -0.24625 0.22321
H 5.17581 -6.60948 -1.09711
H -3.54476 2.11224 -4.67588
H 2.21637 -9.23449 1.52770
H 0.21235 -7.14930 -0.20495
H 4.17291 -5.99866 -2.42859
H -0.41473 3.23786 -5.23173
H 3.15433 -9.85125 0.15280
H 3.10207 -1.71529 -0.60250
H 2.42660 0.13046 2.85310
H -0.74506 0.57802 -2.31595
H 4.78896 1.53650 0.90089
H 4.75920 0.24486 2.11088
H 0.79923 2.16112 -3.35841
H 3.72051 -3.31350 -0.13863
H 1.80054 -6.28284 -1.89834
H 1.43293 -6.95843 1.06296
H -3.13001 4.71655 2.03980
H 2.91432 -1.34527 1.97523
H 0.52114 1.10262 -1.16792
H 0.48968 3.88064 -3.07424
```

LUMO = -1.55 eV
DFT total energy = -79994.833 eV

Which charges does Löwdin predict for the atoms? In e, they are: I 1.048; S 0.747; F 0.131; F -0.112; F 0.148; F 0.126; F -0.117; F -0.114; F -0.125; F -0.125; F 0.135; O -0.205; O 0.083; O -0.189; O -0.189; O 0.052; O -0.574; O -0.192; O -0.198; O -0.186; C -0.096; C -0.209; C -0.104; C -0.111; C -0.207; C -0.207; C -0.207; C -0.465; C -0.746; C -0.107; C -0.111; C -0.136; C -0.107; C -0.438; C -0.207; C -0.207; C -0.040; H 0.091; H 0.125; H 0.080; H 0.135; H 0.125; H 0.084; H 0.123; H 0.138; H 0.084; H 0.083; H 0.072; H 0.089; H 0.124; H 0.125; H 0.090; H 0.089; H 0.089; H 0.126; H 0.089; H 0.125; H 0.089; H 0.083; H 0.089; H 0.088; H 0.124; H 0.126; H 0.127; H 0.078; H 0.127; H 0.127; H 0.117; H 0.085; H 0.088; H 0.125


2.
Molecular formula: C2H6NO2
Method: DFT, ωB97M-V with the def2-TZVPD basis set

Structure (XYZ):
```
11
C2H6NO2 ωB97M-V with the def2-TZVPD basis set
O -0.26018 0.29754 2.10692
O 0.60740 -1.39117 1.03822
N 0.29693 0.84592 -0.98353
C -0.14339 -0.33966 1.10481
C -0.61946 -0.01412 -0.33663
H -1.80577 0.25667 -0.20564
H -0.14976 1.31407 -1.84733
H 0.98631 -1.70704 1.81945
H -0.72051 -0.95395 -0.77225
H 1.03363 0.13806 -1.57373
H 0.77481 1.55367 -0.35029
```

LUMO = -4.64 eV
energy relative to the best compared isomer or geometry (same formula, charge and spin) = 42.1 kcal per mole
DFT total energy = -7748.079 eV
charge = +1

Which charges does Löwdin predict for the atoms? In e, they are: O 0.166; O 0.179; N 0.162; C -0.543; C -0.130; H 0.220; H 0.213; H 0.124; H 0.109; H 0.287; H 0.213


3.
Molecular formula: C2H6N2O2
Method: DFT, ωB97M-V with the def2-TZVPD basis set

Structure (XYZ):
```
12
C2H6N2O2 ωB97M-V with the def2-TZVPD basis set
O 1.58743 2.38193 -0.33389
O 0.27198 1.76630 -1.98041
N 0.65059 1.80653 -0.84254
N 1.37837 -0.14173 0.38063
C 0.03371 0.89265 0.09557
C -1.08655 0.11179 -0.48416
H 1.42834 -0.53730 1.27973
H -1.76389 0.75704 -1.10075
H 2.21340 0.55044 0.25465
H -1.66151 -0.45437 0.32502
H -0.22762 1.30578 1.17360
H -0.64665 -0.55634 -1.24256
```

LUMO = -0.13 eV
energy relative to the best compared isomer or geometry (same formula, charge and spin) = 116.4 kcal per mole
DFT total energy = -9242.269 eV

Which charges does Löwdin predict for the atoms? In e, they are: O 0.055; O 0.113; N -0.415; N 0.055; C -0.274; C -0.093; H 0.012; H 0.093; H 0.086; H 0.107; H 0.178; H 0.084


> The highest LUMO belongs to which entry?

C2H6N2O2


> LUMO of number 1 (C17H34F9IO9S)?

-1.55 eV


Repeat the second record exactly.
Molecular formula: C2H6NO2
Method: DFT, ωB97M-V with the def2-TZVPD basis set

Structure (XYZ):
```
11
C2H6NO2 ωB97M-V with the def2-TZVPD basis set
O -0.26018 0.29754 2.10692
O 0.60740 -1.39117 1.03822
N 0.29693 0.84592 -0.98353
C -0.14339 -0.33966 1.10481
C -0.61946 -0.01412 -0.33663
H -1.80577 0.25667 -0.20564
H -0.14976 1.31407 -1.84733
H 0.98631 -1.70704 1.81945
H -0.72051 -0.95395 -0.77225
H 1.03363 0.13806 -1.57373
H 0.77481 1.55367 -0.35029
```

LUMO = -4.64 eV
energy relative to the best compared isomer or geometry (same formula, charge and spin) = 42.1 kcal per mole
DFT total energy = -7748.079 eV
charge = +1

Which charges does Löwdin predict for the atoms? In e, they are: O 0.166; O 0.179; N 0.162; C -0.543; C -0.130; H 0.220; H 0.213; H 0.124; H 0.109; H 0.287; H 0.213


> Look up the LUMO of the first one.

-1.55 eV